# 1
DFT (ωB97M-V with the def2-TZVPD basis set) results for 3 unconnected molecules or ions with the total composition C20H39NO9 in a non-equilibrium geometry.

CARTESIAN COORDINATES (ANGSTROEM)
C1 -1.04360 -1.81500 -6.01473
C2 0.46491 -2.02482 -6.10852
C3 1.30060 -0.73677 -6.05540
C4 0.68314 0.36470 -5.23885
N1 1.59818 1.48948 -5.08361
C5 1.38080 2.26592 -3.87649
C6 2.16763 1.58932 -2.72023
C7 1.68991 1.89446 -1.34611
O1 1.13468 2.89337 -0.98621
O2 1.98916 0.87349 -0.42862
C8 1.00456 -0.09814 -0.36538
C9 -0.16375 0.22381 0.51881
O3 1.12413 -1.15116 -0.96329
C10 -0.08193 2.57103 -3.59734
C11 -0.15651 4.08925 -3.78603
C12 1.25397 4.54213 -3.57353
O4 1.70506 5.56495 -3.08835
O5 2.03148 3.52717 -4.07644
H1 -1.59366 -2.69589 -6.30851
H2 -1.33611 -1.02600 -6.69982
H3 -1.34735 -1.50434 -5.02828
H4 0.76958 -2.65195 -5.28167
H5 0.66841 -2.55958 -7.02389
H6 1.54497 -0.41330 -7.05938
H7 2.24558 -1.01133 -5.59533
H8 -0.21860 0.71469 -5.71999
H9 0.35876 -0.06102 -4.28624
H10 2.53811 1.12634 -5.06635
H11 3.17693 1.97909 -2.77189
H12 2.25623 0.52042 -2.84200
H13 -0.13703 -0.49662 1.32536
H14 -1.08636 0.08670 -0.02108
H15 -0.05257 1.21971 0.91661
H16 -0.43130 2.33866 -2.60659
H17 -0.80091 2.16394 -4.28906
H18 -0.42779 4.32654 -4.80710
H19 -0.89658 4.60707 -3.19747
C13 1.70032 -1.76697 3.37636
O6 0.45367 -2.41954 3.20364
C14 0.52330 -3.53622 2.32800
C15 0.55795 -4.84254 3.08793
O7 1.75127 -4.98193 3.84159
C16 1.58299 -4.70118 5.21887
H20 1.59519 -1.07078 4.20684
H21 2.49731 -2.47709 3.60682
H22 1.96888 -1.20203 2.47653
H23 1.39288 -3.45593 1.66985
H24 -0.37507 -3.51623 1.70279
H25 0.52712 -5.66814 2.37034
H26 -0.31910 -4.92523 3.73673
H27 1.02961 -5.50811 5.71168
H28 1.05831 -3.75596 5.37759
H29 2.57355 -4.63348 5.66483
C17 -2.23588 -0.28325 4.25912
O8 -1.69262 0.94060 3.79844
C18 -2.67208 1.85173 3.32699
C19 -2.96025 2.93940 4.33671
O9 -3.57582 2.42226 5.50492
C20 -2.68002 2.26707 6.59025
H30 -1.43995 -0.81817 4.77330
H31 -3.06832 -0.13106 4.95036
H32 -2.57111 -0.89123 3.41179
H33 -3.59421 1.32485 3.06422
H34 -2.27573 2.31451 2.41672
H35 -3.65581 3.65835 3.89266
H36 -2.03894 3.47200 4.58951
H37 -2.41274 3.24243 7.01141
H38 -1.76964 1.74260 6.29065
H39 -3.18781 1.68292 7.35556

- Total energy: -41287.591 eV
- Highest occupied orbital energy: -9.35 eV
- SMILES: CCCCN[C@]1(CC(=O)OC(C)=O)CCC(=O)O1.COCCOC.COCCOC

=====

# 2
DFT (ωB97M-V with the def2-TZVPD basis set) results for a molecular structure, C20H40AlNP3S2 in a non-equilibrium geometry.

CARTESIAN COORDINATES (ANGSTROEM)
Al1 0.13547 -0.19427 0.79212
P1 -0.68671 1.92701 2.41409
P2 -2.33026 -0.62538 0.47094
P3 2.42815 1.18837 0.86219
H1 -0.02332 -2.15614 -6.96427
C1 1.03521 -2.35106 -6.73841
C2 1.37280 -3.52137 -6.17993
H2 0.58518 -4.25148 -5.95766
C3 -1.19623 3.41558 1.48426
C4 -2.11683 1.64337 3.49893
C5 0.45767 2.62988 3.64699
C6 -2.54014 -1.99638 -0.70115
C7 -3.44005 -1.07235 1.84241
C8 -3.15473 0.77849 -0.35098
C9 3.58182 0.47196 -0.35685
C10 3.51535 1.31955 2.33029
C11 2.29348 2.93684 0.30353
H3 1.75274 -1.58519 -7.06087
H4 2.40707 -3.82742 -5.99829
H5 -1.45280 4.21833 2.19410
H6 -2.06684 3.19218 0.85260
H7 -0.37663 3.74765 0.83087
H8 -2.21375 2.49405 4.19014
H9 -1.95895 0.73044 4.08904
H10 -3.04547 1.54335 2.92357
H11 -0.10727 3.35163 4.25381
H12 1.30525 3.14392 3.17974
H13 0.83258 1.83862 4.30986
H14 -3.60902 -2.24814 -0.76849
H15 -1.97577 -2.87308 -0.36016
H16 -2.16225 -1.70948 -1.69116
H17 -4.41164 -0.56643 1.71904
H18 -3.01284 -0.79181 2.81397
H19 -3.59737 -2.16009 1.85346
H20 -4.08691 0.40711 -0.80114
H21 -2.50168 1.17600 -1.14175
H22 -3.38406 1.58820 0.35742
H23 4.50801 1.06217 -0.38685
H24 3.12893 0.43199 -1.35389
H25 3.80169 -0.55773 -0.05484
H26 4.48566 1.75627 2.04888
H27 3.68864 0.31746 2.74507
H28 3.05348 1.93914 3.10657
H29 3.27786 3.26918 -0.05496
H30 1.95555 3.60497 1.10751
H31 1.57426 2.99510 -0.52348
C12 0.66831 -1.32235 -2.19823
C13 0.67532 -0.01668 -2.71939
C14 0.13269 0.20295 -3.98520
C15 -0.32158 -0.86295 -4.75697
C16 -0.39568 -2.16187 -4.21794
C17 0.26089 -2.40329 -3.01671
S1 1.11712 -1.76433 -0.59766
H32 -0.09370 1.06129 -0.25970
H33 1.07362 0.81985 -2.13294
H34 0.07201 1.21245 -4.38807
H35 -0.52554 -0.69552 -5.81660
H36 -0.83885 -3.00372 -4.78445
H37 0.47644 -3.40846 -2.63921
S2 -0.68088 -2.94234 4.23195
C18 0.53188 -1.77355 4.69334
C19 0.90849 -1.01376 3.63048
N1 0.23277 -1.32507 2.44178
C20 -0.58449 -2.38532 2.61956
H38 0.93497 -1.69207 5.69811
H39 1.66256 -0.21730 3.61795
H40 -1.03169 -2.93899 1.80366

- Total energy: -78986.056 eV
- Highest occupied orbital energy (spin up / spin down): -16.32 / -16.71 eV
- Net charge: +3

=====

# 3
DFT (ωB97M-V with the def2-TZVPD basis set) results for 11 unconnected molecules or ions with the total composition C20H40BN2O40S8 in a non-equilibrium geometry.

CARTESIAN COORDINATES (ANGSTROEM)
N1 -1.72800 -7.01302 2.91404
H1 -2.29828 -6.86670 3.73468
H2 -1.47819 -7.97392 3.09939
H3 -0.90692 -6.42486 2.91177
H4 -2.17409 -6.92162 2.01251
N2 -0.38224 3.14722 8.49567
H5 -1.22930 2.59995 8.55114
H6 -0.43604 4.06071 8.92314
H7 -0.11912 3.21772 7.52310
H8 0.31729 2.54010 8.89837
O1 -3.59989 -3.33644 1.02210
C1 -2.88633 -2.27220 1.17229
O2 -1.98454 -2.19530 2.13175
B1 -1.01895 -1.10663 1.97031
O3 -1.60405 -0.33477 0.84423
C2 -2.58087 -1.04954 0.27808
O4 -3.12175 -0.79461 -0.79155
O5 0.36947 -1.54211 1.73482
C3 1.21440 -0.84629 2.37867
O6 2.43875 -0.73908 2.16033
C4 0.37967 0.00724 3.36114
O7 -0.84263 -0.32093 3.29134
O8 0.82067 0.90411 4.09515
C5 -5.26088 4.46826 -0.65163
C6 -4.71713 5.47465 0.32750
O9 -3.63358 6.00226 -0.40801
S1 -3.95104 6.04078 -2.00616
O10 -2.80770 6.02896 -2.90847
O11 -5.03614 6.95736 -2.39719
O12 -4.66703 4.54971 -1.85156
H9 -6.28295 4.83721 -0.73731
H10 -5.15331 3.44553 -0.29031
H11 -4.34527 5.02769 1.24948
H12 -5.39091 6.26227 0.66478
C7 -1.26904 -3.68183 -5.24301
C8 -0.28234 -4.43984 -6.01522
O13 0.07279 -5.39516 -5.05394
S2 -0.74143 -5.46995 -3.59862
O14 0.11425 -5.66147 -2.49629
O15 -1.88470 -6.38828 -3.51794
O16 -1.21926 -3.92823 -3.82546
H13 -2.15668 -4.07014 -5.74241
H14 -1.26336 -2.60271 -5.39657
H15 0.59829 -3.82267 -6.19323
H16 -0.49861 -4.93480 -6.96197
C9 6.53969 7.15877 2.57391
C10 6.19303 5.64613 2.36335
O17 5.71776 5.02413 3.57571
S3 4.82949 6.14269 4.33426
O18 4.99765 6.04944 5.74777
O19 3.52256 6.22921 3.70688
O20 5.77310 7.38847 3.83326
H17 6.20781 7.89538 1.84222
H18 7.52585 7.31297 3.01188
H19 7.08682 5.14017 1.99831
H20 5.47793 5.51692 1.55093
C11 7.40151 -2.42275 -0.69172
C12 7.29232 -0.97139 -1.14478
O21 8.20994 -0.24564 -0.30000
S4 9.50941 -1.14338 0.21248
O22 9.60591 -0.81238 1.62534
O23 10.71048 -1.12337 -0.61885
O24 8.68436 -2.54666 -0.19476
H21 7.40448 -3.20462 -1.45118
H22 6.58703 -2.53924 0.02323
H23 6.22372 -0.76061 -1.18678
H24 7.68251 -0.91389 -2.16092
C13 2.01160 3.19427 -2.31739
C14 1.48972 2.16789 -3.39533
O25 2.09856 2.55835 -4.64056
S5 3.09328 3.75933 -4.54924
O26 2.39249 4.93798 -4.99925
O27 4.36175 3.36210 -5.15115
O28 3.23408 3.63973 -2.90193
H25 2.08643 2.70051 -1.34852
H26 1.23456 3.93233 -2.11841
H27 0.40863 2.28555 -3.46947
H28 1.82080 1.19277 -3.03807
C15 6.14844 -2.21059 10.40821
C16 7.27107 -1.53515 9.84453
O29 6.81514 -0.36613 9.29706
S6 5.69865 0.28853 10.30861
O30 4.57535 0.87354 9.55952
O31 6.41920 0.98154 11.44789
O32 5.18892 -1.24522 10.74954
H29 6.59917 -2.72444 11.25727
H30 5.78391 -3.02081 9.77674
H31 7.73802 -2.16566 9.08788
H32 7.99524 -1.43726 10.65330
C17 -5.83233 3.15437 -7.91697
C18 -5.26358 2.03292 -7.05780
O33 -4.10333 1.55632 -7.56629
S7 -3.57008 2.42572 -8.90225
O34 -4.00513 1.72542 -10.12065
O35 -2.18301 2.80476 -8.77366
O36 -4.67499 3.66570 -8.62424
H33 -6.35675 3.98269 -7.44056
H34 -6.61685 2.66251 -8.49203
H35 -5.81953 1.09549 -7.04235
H36 -5.16766 2.07703 -5.97293
C19 -9.01016 -6.56888 -3.17711
C20 -9.59230 -8.06106 -3.00209
O37 -11.07169 -7.88170 -3.17687
S8 -11.62389 -6.30021 -2.90383
O38 -11.56686 -6.08951 -1.40071
O39 -12.86262 -5.95559 -3.62673
O40 -10.18757 -5.80359 -3.66348
H37 -8.28737 -6.67002 -3.98670
H38 -8.52723 -6.17604 -2.28237
H39 -9.41144 -8.25990 -1.94575
H40 -9.28696 -8.84472 -3.69546

- Total energy: -193607.585 eV
- Highest occupied orbital energy: -11.38 eV
- Net charge: +1

=====

# 4
DFT (ωB97M-V with the def2-TZVPD basis set) results for 10 unconnected molecules or ions with the total composition C20H40Br20 in a non-equilibrium geometry.

CARTESIAN COORDINATES (ANGSTROEM)
Br1 -4.95453 6.29442 0.02001
C1 -3.70329 6.85327 -1.37925
C2 -2.34458 6.20398 -1.08517
Br2 -1.21259 6.28010 -2.77135
H1 -3.52251 7.92306 -1.48388
H2 -4.10476 6.46304 -2.31447
H3 -2.55678 5.16431 -0.83586
H4 -1.75896 6.61561 -0.26315
Br3 1.60485 -8.42109 -1.65380
C3 3.39597 -8.08046 -2.45050
C4 3.63688 -6.63812 -3.04825
Br4 3.38381 -5.18955 -1.58443
H5 3.53144 -8.89021 -3.16747
H6 4.08231 -8.17415 -1.60891
H7 3.01150 -6.39644 -3.90766
H8 4.65909 -6.67814 -3.42454
Br5 2.35224 1.51809 -9.60550
C5 0.99036 1.96302 -8.23444
C6 -0.42059 1.67157 -8.74785
Br6 -0.53229 -0.32282 -8.99879
H9 1.15300 3.00830 -7.97167
H10 1.19469 1.31946 -7.37877
H11 -0.69855 2.02880 -9.73944
H12 -1.15124 1.90608 -7.97373
Br7 1.87481 0.85450 -2.48469
C7 1.49379 -0.19639 -0.88846
C8 0.63127 0.64196 0.06590
Br8 1.63178 2.28818 0.62272
H13 2.41647 -0.52005 -0.40680
H14 1.01105 -1.13944 -1.14478
H15 0.39660 0.15931 1.01463
H16 -0.33050 0.97522 -0.32402
Br9 -2.32269 -5.84802 -5.26628
C9 -2.21989 -3.89371 -5.59532
C10 -2.65186 -2.96680 -4.40481
Br10 -2.16488 -1.03586 -4.62360
H17 -2.73461 -3.76574 -6.54757
H18 -1.15716 -3.66212 -5.66669
H19 -2.33523 -3.30895 -3.41952
H20 -3.73859 -2.88285 -4.41232
Br11 -5.27932 1.35642 0.26680
C11 -6.88868 1.53697 1.38691
C12 -7.34024 0.25109 2.01626
Br12 -9.05146 0.61827 2.93467
H21 -7.69421 1.86767 0.73129
H22 -6.74478 2.28256 2.16889
H23 -6.59004 -0.01449 2.76109
H24 -7.49155 -0.58394 1.33220
Br13 -1.21711 -5.00351 1.04133
C13 -0.24191 -4.83414 2.77343
C14 -1.34624 -4.61818 3.88688
Br14 -2.28384 -2.87230 3.71776
H25 0.24186 -3.85969 2.70624
H26 0.41719 -5.69992 2.70921
H27 -0.74933 -4.47338 4.78734
H28 -2.02761 -5.45119 4.05993
Br15 5.78923 4.90730 4.51935
C15 4.92850 6.73450 4.15888
C16 3.44160 6.70890 4.49394
Br16 2.51834 8.29328 3.78066
H29 5.16393 6.82886 3.09880
H30 5.48659 7.41081 4.80637
H31 3.07748 6.42338 5.48085
H32 3.01472 5.86096 3.95833
Br17 -1.20268 3.70461 6.08289
C17 -2.82976 2.67230 5.41841
C18 -3.40088 1.96459 6.61381
Br18 -5.30533 1.56734 6.40548
H33 -2.52708 1.94121 4.66875
H34 -3.47830 3.41170 4.94855
H35 -3.47542 2.66957 7.44179
H36 -2.85220 1.07679 6.92823
Br19 9.22592 -4.70088 2.66848
C19 8.15058 -3.02093 3.02688
C20 6.91005 -3.08770 2.21058
Br20 5.63351 -1.62997 2.71706
H37 8.66335 -2.08943 2.78716
H38 8.00509 -3.12707 4.10190
H39 6.43397 -4.05691 2.35915
H40 7.08019 -3.08679 1.13393

- Total energy: -1422237.180 eV
- Highest occupied orbital energy: -9.88 eV
- SMILES: BrCCBr.BrCCBr.BrCCBr.BrCCBr.BrCCBr.BrCCBr.BrCCBr.BrCCBr.BrCCBr.BrCCBr